The following is a quantum chemistry calculation of an isolated molecule of C5H8O2, from the Open Molecules 2025 dataset.

Element x y z (Å)
1 O -0.7011 -1.8538 -0.7113
2 C -0.4050 -0.9549 0.3514
3 C -1.3932 0.1742 0.4537
4 C -0.8173 1.3616 0.2836
5 C 0.6741 1.2726 0.0958
6 C 0.9780 -0.2386 0.1426
7 O 1.5725 -0.6443 -1.0701
8 H -0.8541 -1.3077 -1.4979
9 H -0.3970 -1.5859 1.2451
10 H -2.4528 -0.0065 0.6121
11 H -1.3461 2.3109 0.2901
12 H 1.1978 1.8181 0.8896
13 H 1.0029 1.6879 -0.8641
14 H 1.6475 -0.4696 0.9838
15 H 1.2938 -1.5638 -1.2042

## Properties
- Total charge: 0
- E_LUMO: 0.94 eV
- Electronic energy: -9408.8878 eV
- F_max: 0.33 eV Å⁻¹
- SMILES string: O[C@@H]1C=CC[C@@H]1O
- Orbital gap: 10.7 eV



The following is a quantum chemistry calculation of an isolated molecule of C5H8O2, from the Open Molecules 2025 dataset.

Element x y z (Å)
1 C 2.0758 -0.6312 -0.2001
2 C 1.0408 -0.8471 0.6396
3 C 0.0017 0.0430 0.0998
4 C 0.1294 1.5478 0.1237
5 C -1.2175 -0.5001 -0.1540
6 O -2.3859 0.2048 -0.1752
7 O -1.4544 -1.8285 -0.1643
8 H 2.6733 -1.4610 -0.5553
9 H 2.4876 0.3439 -0.4167
10 H 0.7371 -1.8709 0.8184
11 H -0.1979 2.0053 -0.8143
12 H 1.1681 1.8253 0.2704
13 H -0.4485 1.9821 0.9428
14 H -2.2033 1.1509 -0.1565
15 H -2.4063 -1.9643 -0.2584

## Properties
- Total charge: 0
- E_LUMO: 0.67 eV
- Electronic energy: -9406.8303 eV
- F_max: 4.02 eV Å⁻¹
- SMILES string: C=CC(C)=C(O)O
- Orbital gap: 7.7 eV



The following is a quantum chemistry calculation of an isolated molecule of C5H8O2, from the Open Molecules 2025 dataset.

Element x y z (Å)
1 O -0.4338 0.7446 -2.9169
2 C -0.3024 0.5380 -1.7415
3 C -0.8948 -0.4790 -0.7709
4 C -0.3075 0.3669 0.3939
5 C 0.5278 -0.3867 1.4491
6 O 0.8889 -1.7035 1.0733
7 C 0.4736 1.2355 -0.6302
8 H -0.3696 -1.4360 -0.8716
9 H -1.9744 -0.6453 -0.8231
10 H -1.0879 0.9543 0.8890
11 H 0.0076 -0.3950 2.4168
12 H 1.4741 0.1431 1.6012
13 H 0.1055 -2.2593 1.1714
14 H 1.5441 1.0023 -0.6636
15 H 0.3488 2.3203 -0.5770

## Properties
- Total charge: 0
- E_LUMO: 0.73 eV
- Electronic energy: -9408.5187 eV
- F_max: 0.54 eV Å⁻¹
- SMILES string: O=C1CC(CO)C1
- Orbital gap: 10.3 eV



The following is a quantum chemistry calculation of a structure of composition C5H8O2, from the Open Molecules 2025 dataset.

Element x y z (Å)
1 C -1.3277 -0.4950 -0.6644
2 C 0.0473 -0.0241 -0.2444
3 C 0.9748 0.5249 -1.1134
4 C 1.2714 -1.5028 0.0223
5 O 0.1785 0.3963 1.0986
6 C -0.6549 1.2250 1.7388
7 O -1.5689 1.8583 1.2871
8 H -2.1209 0.2124 -0.3949
9 H -1.4937 -1.4446 -0.1620
10 H -1.3685 -0.6438 -1.7479
11 H 0.8026 0.4175 -2.1876
12 H 1.7348 1.2256 -0.8015
13 H 2.1394 -1.6990 -0.6360
14 H 1.7252 -1.2739 1.0122
15 H -0.3393 1.2233 2.7930

## Properties
- Total charge: 0
- E_LUMO (alpha / beta): 0.03 / 0.03 eV
- Electronic energy: -9404.8892 eV
- F_max: 1.31 eV Å⁻¹
- Orbital gap (alpha / beta): 8.4 / 8.4 eV



The following is a quantum chemistry calculation of a structure of composition C5H8O2, from the Open Molecules 2025 dataset.

Element x y z (Å)
1 C 1.1069 0.9420 -0.6581
2 C 0.1131 0.0742 0.0863
3 C -0.5554 0.7902 1.2619
4 C -0.7956 -0.8003 -0.7998
5 C -0.0116 -1.9510 -0.1918
6 O -0.0010 -3.1428 -0.2570
7 O 0.7926 -1.1502 0.5593
8 H 1.5944 0.3763 -1.4585
9 H 0.5964 1.8073 -1.0953
10 H 1.8786 1.3061 0.0279
11 H -1.6459 0.7944 1.1736
12 H -0.2942 0.2786 2.1921
13 H -0.2172 1.8274 1.3433
14 H -1.8626 -0.7967 -0.5653
15 H -0.6524 -0.6964 -1.8788

## Properties
- Total charge: 0
- E_LUMO: 0.74 eV
- Electronic energy: -9409.5773 eV
- F_max: 0.61 eV Å⁻¹
- Orbital gap: 11.1 eV



The following is a quantum chemistry calculation of an isolated molecule of C5H8O2, from the Open Molecules 2025 dataset.

Element x y z (Å)
1 O 2.8622 0.6071 -0.1105
2 C 2.0967 -0.2778 0.1809
3 C 0.8311 -0.0374 1.0002
4 C -0.2762 0.0120 -0.0532
5 O 0.3025 -0.0467 -1.3477
6 C -1.5715 -0.7304 -0.0212
7 C -1.5609 0.7803 -0.0296
8 H 2.2456 -1.3198 -0.1668
9 H 0.9573 0.9082 1.5313
10 H 0.6928 -0.8372 1.7378
11 H 0.7509 0.7962 -1.5209
12 H -1.8972 -1.2146 0.8982
13 H -1.7942 -1.2581 -0.9435
14 H -1.7612 1.2835 -0.9704
15 H -1.8957 1.3025 0.8612

## Properties
- Total charge: 0
- E_LUMO: 1.00 eV
- Electronic energy: -9408.0218 eV
- F_max: 0.46 eV Å⁻¹
- SMILES string: O=CCC1(O)CC1
- Orbital gap: 10.7 eV



The following is a quantum chemistry calculation of an isolated molecule of C5H8O2, from the Open Molecules 2025 dataset.

Element x y z (Å)
1 C -2.3949 -0.0940 -0.5686
2 C -1.0108 -0.3967 0.0034
3 C 0.0640 0.3562 -0.7870
4 C 1.5167 0.1839 -0.4795
5 O 1.6691 -0.0121 0.8246
6 C 3.0609 -0.0255 1.0729
7 O 3.6689 0.9607 1.3183
8 H -2.6302 0.9733 -0.4795
9 H -3.1821 -0.6559 -0.0564
10 H -2.4379 -0.3518 -1.6338
11 H -0.8143 -1.4749 -0.0565
12 H -0.9668 -0.1293 1.0649
13 H -0.0552 0.1758 -1.8613
14 H -0.0708 1.4472 -0.6657
15 H 3.4540 -1.0486 1.0301

## Properties
- Total charge: 0
- E_LUMO: 0.58 eV
- Electronic energy: -9406.6612 eV
- F_max: 0.75 eV Å⁻¹
- Orbital gap: 9.5 eV



The following is a quantum chemistry calculation of an isolated molecule of C5H8O2, from the Open Molecules 2025 dataset.

Element x y z (Å)
1 O -1.7996 -1.4188 -0.7473
2 C -1.9284 -0.2363 -0.5185
3 C -0.7726 0.7368 -0.5802
4 C 0.5339 0.0459 -0.2273
5 O 1.1522 -0.5814 -1.3130
6 C 1.4571 0.6152 0.7960
7 C 0.6586 -0.6226 1.1104
8 H -2.9230 0.1784 -0.2499
9 H -0.9771 1.6112 0.0495
10 H -0.7009 1.0976 -1.6179
11 H 0.5862 -1.3359 -1.5332
12 H 1.1847 1.5393 1.2938
13 H 2.5162 0.4909 0.6127
14 H 1.1829 -1.5715 1.1162
15 H -0.1700 -0.5488 1.8088

## Properties
- Total charge: 0
- E_LUMO: 0.90 eV
- Electronic energy: -9408.3511 eV
- F_max: 0.58 eV Å⁻¹
- SMILES string: O=CCC1(O)CC1
- Orbital gap: 10.8 eV



The following is a quantum chemistry calculation of an isolated molecule of C5H8O2, from the Open Molecules 2025 dataset.

Element x y z (Å)
1 O 2.3028 -0.4260 0.5022
2 C 1.1821 0.4110 0.3982
3 C -0.1577 -0.1519 0.9587
4 C -0.6654 -0.1910 -0.5009
5 C -2.0359 -0.2635 -1.1345
6 O -1.2535 -1.4027 -0.8755
7 C 0.5586 0.5047 -1.0197
8 H 2.0643 -1.2828 0.1229
9 H 1.4768 1.3662 0.8383
10 H -0.0598 -1.1779 1.3434
11 H -0.6486 0.4485 1.7343
12 H -2.3041 0.4114 -0.3268
13 H -2.1275 -0.0208 -2.1925
14 H 1.0521 -0.0441 -1.8158
15 H 0.3644 1.5386 -1.3419

## Properties
- Total charge: 0
- E_LUMO: 0.89 eV
- Electronic energy: -9405.9134 eV
- F_max: 2.93 eV Å⁻¹
- SMILES string: O[C@H]1C[C@]2(CO2)C1
- Orbital gap: 10.3 eV



Repeat the fourth record exactly.
The following is a quantum chemistry calculation of a structure of composition C5H8O2, from the Open Molecules 2025 dataset.

Element x y z (Å)
1 C -1.3277 -0.4950 -0.6644
2 C 0.0473 -0.0241 -0.2444
3 C 0.9748 0.5249 -1.1134
4 C 1.2714 -1.5028 0.0223
5 O 0.1785 0.3963 1.0986
6 C -0.6549 1.2250 1.7388
7 O -1.5689 1.8583 1.2871
8 H -2.1209 0.2124 -0.3949
9 H -1.4937 -1.4446 -0.1620
10 H -1.3685 -0.6438 -1.7479
11 H 0.8026 0.4175 -2.1876
12 H 1.7348 1.2256 -0.8015
13 H 2.1394 -1.6990 -0.6360
14 H 1.7252 -1.2739 1.0122
15 H -0.3393 1.2233 2.7930

## Properties
- Total charge: 0
- E_LUMO (alpha / beta): 0.03 / 0.03 eV
- Electronic energy: -9404.8892 eV
- F_max: 1.31 eV Å⁻¹
- Orbital gap (alpha / beta): 8.4 / 8.4 eV



- Which value of total charge does entry 1 give?
  0